i | {"formula": "C4H7NO", "method": "ωB97M-V/def2-TZVPD", "elements": ["H", "H", "C", "C", "C", "H", "N", "H", "O", "C", "H", "H", "H"], "xyz": [[2.855, -0.211, 0.285], [-0.761, 0.892, 1.206], [0.763, -0.372, -0.396], [-1.747, -0.336, -0.068], [-0.558, 0.277, -0.710], [-2.706, -0.363, -0.580], [-1.278, 0.989, 0.334], [-1.561, -1.166, 0.611], [0.929, -0.700, 0.976], [1.855, 0.211, 0.393], [1.822, 1.239, 0.751], [1.051, -1.159, -1.095], [-0.664, 0.699, -1.709]], "e_homo_ev": -9.6, "lumo_ev": 1.142, "total_charge": 0, "homo_lumo_gap_ev": 10.694, "smiles": "C1N[C@H]1[C@H]1CO1"}

ii | {"formula": "C4H7NO", "method": "ωB97M-V/def2-TZVPD", "elements": ["C", "H", "O", "N", "H", "C", "C", "H", "H", "C", "H", "H", "H"], "xyz": [[1.746, 0.013, -0.214], [0.632, -0.130, -2.199], [-2.709, -0.483, 1.372], [0.377, 0.355, -0.106], [-0.947, 1.734, 0.803], [0.713, -0.535, -1.179], [-0.666, 0.653, 0.851], [2.248, -0.704, 0.457], [-2.026, -0.420, -0.534], [-1.902, -0.154, 0.539], [0.549, -1.628, -1.163], [-0.422, 0.474, 1.906], [2.407, 0.826, -0.533]], "e_homo_ev": -8.7, "lumo_ev": 0.978, "total_charge": 0, "homo_lumo_gap_ev": 9.633, "smiles": "O=CCN1CC1"}

iii | {"formula": "C4H7NO", "method": "ωB97M-V/def2-TZVPD", "elements": ["H", "C", "C", "H", "C", "N", "H", "H", "H", "H", "C", "O", "H"], "xyz": [[1.570, 1.560, 1.529], [-0.363, -0.442, -1.298], [0.530, 1.397, 1.818], [1.095, -2.118, -1.441], [-0.171, 0.619, 0.750], [0.444, 0.170, -0.263], [-0.138, 0.089, -2.235], [-1.261, 0.494, 0.862], [-1.449, -0.385, -1.126], [0.494, 0.888, 2.788], [0.012, -1.892, -1.524], [-0.794, -2.746, -1.801], [0.032, 2.365, 1.941]], "e_homo_ev": -9.7, "lumo_ev": 1.011, "total_charge": 0, "homo_lumo_gap_ev": 10.736, "smiles": "C/C=N/CC=O"}

Order from most stable to least stable according to the calculation: iii, i, ii

i | {"formula": "C4H7NO", "method": "ωB97M-V/def2-TZVPD", "elements": ["H", "H", "C", "C", "H", "N", "H", "C", "C", "H", "H", "O", "H"], "xyz": [[-0.894, -1.383, 1.097], [0.587, 0.346, 1.822], [0.975, -0.245, 0.978], [-0.848, 1.460, -1.690], [2.017, -0.503, 1.183], [-0.346, 1.043, -0.444], [-0.950, 1.277, 0.353], [0.120, -1.508, 0.706], [0.796, 0.358, -0.378], [0.046, -1.615, -0.386], [-0.214, 1.089, -2.511], [-1.851, 2.111, -1.810], [0.562, -2.430, 1.080]], "e_homo_ev": -9.0, "lumo_ev": 0.604, "total_charge": 0, "homo_lumo_gap_ev": 9.585}

ii | {"formula": "C4H7NO", "method": "ωB97M-V/def2-TZVPD", "elements": ["H", "H", "H", "H", "N", "C", "H", "C", "C", "C", "O", "H", "H"], "xyz": [[-1.882, -1.377, 0.296], [0.268, 1.782, 0.689], [-0.495, -0.215, -1.511], [-2.393, 0.282, -0.066], [0.811, -0.975, -0.012], [-1.582, -0.325, 0.350], [0.877, 1.693, -0.988], [1.673, 0.080, 0.241], [0.591, 1.110, -0.108], [-0.301, -0.113, -0.437], [2.833, 0.114, 0.559], [1.070, -1.829, -0.490], [-1.452, -0.068, 1.407]], "e_homo_ev": -9.7, "lumo_ev": 0.912, "total_charge": 0, "homo_lumo_gap_ev": 10.620, "smiles": "C[C@H]1CC(=O)N1"}

Order from most stable to least stable according to the calculation: ii, i

i | {"formula": "C4H7NO", "method": "ωB97M-V/def2-TZVPD", "elements": ["H", "C", "C", "C", "H", "H", "H", "C", "N", "H", "H", "O", "H"], "xyz": [[-1.416, -0.640, 1.222], [-0.750, 0.246, -0.712], [1.351, 1.093, 0.262], [-0.783, 0.163, 0.847], [-1.222, -1.600, -1.060], [1.187, -0.952, 1.276], [1.298, -0.690, -1.245], [0.766, 0.033, -0.619], [0.679, -0.167, 0.848], [-1.009, 1.205, -1.160], [-1.012, 1.116, 1.352], [-1.521, -0.732, -1.359], [2.432, 0.925, 0.349]], "e_homo_ev": -7.4, "lumo_ev": 0.606, "total_charge": 0, "homo_lumo_gap_ev": 8.054}

ii | {"formula": "C4H7NO", "method": "ωB97M-V/def2-TZVPD", "elements": ["N", "H", "H", "H", "C", "C", "H", "C", "C", "O", "H", "H", "H"], "xyz": [[0.740, 0.740, -0.716], [2.221, -0.786, -0.446], [1.240, -0.425, 1.065], [0.108, -1.145, -1.756], [-1.283, -0.432, -0.187], [-0.157, 1.443, 0.164], [0.231, 1.643, 1.165], [0.053, -0.573, -0.829], [1.293, -0.409, -0.026], [-1.604, -1.313, 0.766], [-1.438, 0.736, 0.049], [-0.821, -1.814, 1.054], [-0.583, 2.334, -0.304]], "e_homo_ev": -7.7, "lumo_ev": 0.664, "total_charge": 0, "homo_lumo_gap_ev": 8.345}

Order from most stable to least stable according to the calculation: i, ii

i | {"formula": "C4H7NO", "method": "ωB97M-V/def2-TZVPD", "elements": ["N", "H", "H", "H", "H", "C", "H", "C", "H", "C", "C", "O", "H"], "xyz": [[0.551, -0.373, 0.921], [-1.031, -0.101, -0.787], [-0.284, 1.593, 1.010], [0.207, 0.071, -2.100], [-0.850, 0.367, 2.236], [-1.675, 0.034, 0.243], [1.584, 1.072, -0.310], [1.404, -0.011, -0.204], [0.416, -1.609, -1.369], [-0.453, 0.520, 1.226], [0.464, -0.532, -1.225], [-2.695, -0.494, 0.512], [2.363, -0.537, -0.153]], "e_homo_ev": [-8.6, -8.6], "lumo_ev": [-0.404, -0.404], "total_charge": 0, "homo_lumo_gap_ev": [8.242, 8.240]}

ii | {"formula": "C4H7NO", "method": "ωB97M-V/def2-TZVPD", "elements": ["O", "C", "C", "H", "H", "H", "N", "H", "H", "H", "C", "H", "C"], "xyz": [[0.357, 1.870, 2.293], [-1.152, -1.362, -0.740], [1.452, 0.416, -0.417], [-1.317, -1.514, -1.810], [1.559, 0.643, -1.479], [0.311, -0.517, 1.263], [-0.608, -0.028, -0.574], [-0.505, -2.152, -0.342], [2.284, -0.223, -0.091], [-2.146, -1.487, -0.265], [0.147, 0.298, 0.530], [-0.372, 2.417, 0.464], [-0.012, 1.640, 1.167]], "e_homo_ev": [-8.9, -9.0], "lumo_ev": [-0.339, -0.141], "total_charge": 0, "homo_lumo_gap_ev": [8.534, 8.834]}

Order from most stable to least stable according to the calculation: i, ii

i | {"formula": "C4H7NO", "method": "ωB97M-V/def2-TZVPD", "elements": ["C", "H", "H", "C", "H", "H", "C", "H", "H", "O", "H", "C", "N"], "xyz": [[0.543, -1.791, -0.541], [-0.596, 1.624, 1.211], [0.669, 2.850, -0.320], [0.008, 1.127, -0.731], [0.060, 0.414, -1.546], [0.107, -0.808, 1.727], [-0.676, -0.584, 0.980], [1.454, -1.404, -0.059], [-1.639, -0.683, 1.492], [0.474, 2.344, -1.119], [0.674, -2.391, -1.442], [-0.453, 0.824, 0.484], [-0.625, -1.521, -0.135]], "e_homo_ev": -8.8, "lumo_ev": 0.871, "total_charge": 0, "homo_lumo_gap_ev": 9.694, "smiles": "C=NC/C=C/O"}

ii | {"formula": "C4H7NO", "method": "ωB97M-V/def2-TZVPD", "elements": ["N", "C", "C", "H", "H", "H", "H", "C", "H", "H", "O", "H", "C"], "xyz": [[1.616, -0.435, -0.536], [0.772, 0.695, -0.992], [-0.846, -0.788, 0.567], [2.439, -0.474, -1.143], [0.740, 1.764, -0.878], [-1.278, 1.368, 0.657], [0.040, -1.420, 0.778], [0.374, -0.448, -1.399], [-1.307, 0.389, 2.127], [0.251, 0.935, 1.498], [-1.873, -1.205, 0.077], [-0.184, -1.102, -2.037], [-0.752, 0.587, 1.214]], "e_homo_ev": -8.7, "lumo_ev": 0.920, "total_charge": 0, "homo_lumo_gap_ev": 9.575, "smiles": "C1=CN1.CC=O"}

Order from most stable to least stable according to the calculation: i, ii

i | {"formula": "C4H7Br", "method": "ωB97M-V/def2-TZVPD", "elements": ["H", "H", "Br", "H", "H", "C", "H", "H", "C", "H", "C", "C"], "xyz": [[1.824, -0.380, -0.674], [-0.427, 1.559, -1.211], [-2.545, -0.044, -0.018], [0.442, -0.815, -1.763], [0.787, -1.013, 1.325], [0.029, 1.242, -0.286], [0.966, 1.530, 0.226], [-0.801, 0.860, 1.679], [-0.783, 0.350, 0.695], [-0.371, -1.879, 0.333], [0.080, -0.918, 0.518], [0.799, -0.493, -0.826]], "spin_multiplicity": 3, "s2": 2.006, "e_homo_ev": [-5.1, -10.1], "lumo_ev": [0.985, -1.661], "total_charge": 0, "homo_lumo_gap_ev": [6.086, 8.449]}

ii | {"formula": "C4H7Br", "method": "ωB97M-V/def2-TZVPD", "elements": ["H", "Br", "C", "H", "C", "C", "H", "H", "H", "H", "H", "C"], "xyz": [[0.643, 1.865, -1.240], [2.375, -0.019, 0.038], [0.371, -0.029, 0.065], [-0.522, -1.929, -0.962], [-0.377, 1.087, 0.712], [-0.065, -1.492, 0.060], [-0.943, 0.795, -1.528], [0.101, 1.892, 1.341], [0.742, -2.172, 0.217], [-0.866, -1.811, 0.892], [-1.357, 0.759, 1.203], [-0.101, 1.053, -0.798]], "spin_multiplicity": 3, "s2": 2.006, "e_homo_ev": [-4.9, -10.3], "lumo_ev": [1.051, -3.537], "total_charge": 0, "homo_lumo_gap_ev": [5.991, 6.797]}

Order from most stable to least stable according to the calculation: i, ii